ORCA calculation (ωB97M-V with the def2-TZVPD basis set) on a single C5H8S2 molecule.

```
15
Properties=species:S:1:pos:R:3:mulliken_charge:R:1
C 2.2432 0.2512 0.9149 -0.66
C -0.5313 -0.0988 0.2733 0.00
C -0.4748 1.2872 -0.2383 -0.53
C -0.1100 1.5877 -1.4572 0.02
C 0.4604 0.5271 -2.3799 -1.05
H 2.2109 1.0247 1.6842 0.28
H 2.2044 0.7304 -0.1030 0.17
H 3.1718 -0.3398 1.0546 0.32
H -0.8533 2.0547 0.4208 0.40
H -0.1425 2.6587 -1.7218 0.34
H 0.4671 -0.4770 -1.9344 0.31
H 1.5471 0.7528 -2.6575 0.26
H -0.1797 0.5192 -3.2628 0.36
S 0.8263 -0.8804 1.0414 0.01
S -1.9482 -0.8852 0.4488 -0.22
```

Computed properties:
ΔE to the lowest compared entry with this formula, charge and spin (kJ/mol): 119.0
SMILES string: C/C=C\C(=S)SC
HOMO level (eV): -8.51
Energy (eV): -26983.924
Gap between HOMO and LUMO (eV): 8.3

ORCA calculation (ωB97M-V with the def2-TZVPD basis set) on a single C5H8S3 molecule.

```
16
Properties=species:S:1:pos:R:3:mulliken_charge:R:1
C -1.0084 0.2847 0.1442 -0.15
C -0.2691 -0.9397 -0.4530 -0.68
C 1.0760 -1.1156 0.2271 -0.72
C 2.0276 0.0627 0.0249 0.22
C -0.4198 1.6007 -0.2784 -0.71
H -3.0930 0.0320 1.1711 0.16
H -0.8725 0.2336 1.2178 0.30
H -0.1896 -0.8592 -1.5592 0.33
H -0.8905 -1.8619 -0.2328 0.32
H 1.0552 -1.4228 1.2837 0.31
H 1.6515 -1.9052 -0.2653 0.37
H -0.7244 2.4221 0.3234 0.40
H -0.5199 1.8710 -1.3068 0.42
S -2.8327 0.0611 -0.1508 -0.18
S 3.6384 -0.0991 -0.1646 -0.25
S 1.3712 1.6357 0.0187 -0.15
```

Computed properties:
ΔE to the lowest compared entry with this formula, charge and spin (kJ/mol): 27.1
SMILES string: S=C1CC[C@H](S)CS1
HOMO level (eV): -8.58
Energy (eV): -37819.887
Gap between HOMO and LUMO (eV): 8.4

ORCA calculation (ωB97M-V with the def2-TZVPD basis set) on a molecular structure, C5H9AuMgO3.

```
19
Properties=species:S:1:pos:R:3:mulliken_charge:R:1
O -2.1133 -0.4792 1.6213 -0.54
Au -2.4411 -2.0822 2.2984 -0.07
C -1.6089 1.8198 2.0475 -0.70
C -1.3351 0.5620 1.6638 1.02
O -0.1014 0.2101 1.1005 -0.48
C 0.5026 1.0682 0.1357 -0.47
C 1.3301 0.1784 -0.7605 -0.48
O 0.5040 -0.9082 -1.1738 -0.15
C 1.0430 -1.6590 -2.2564 -0.76
Mg -0.6511 -1.7956 0.4000 0.50
H -2.5648 2.2610 1.7747 0.34
H -0.8142 2.4602 2.4248 0.37
H 1.1389 1.8159 0.6271 0.35
H -0.2802 1.5821 -0.4393 0.42
H 2.2103 -0.2190 -0.2314 0.37
H 1.6685 0.7485 -1.6376 0.37
H 0.3626 -2.4959 -2.4477 0.27
H 1.1096 -1.0244 -3.1506 0.30
H 2.0404 -2.0426 -1.9965 0.34
```

Computed properties:
ΔE to the lowest compared entry with this formula, charge and spin (kJ/mol): 24.8
Total charge: +1
HOMO level (spin up / spin down) (eV): -8.92 / -13.91
Energy (eV): -20597.536
⟨S²⟩: 3.779
2S+1: 4
Gap between HOMO and LUMO (spin up / spin down) (eV): 5.4 / 6.8

ORCA calculation (ωB97M-V with the def2-TZVPD basis set) on a single C5H9B molecule.

```
15
Properties=species:S:1:pos:R:3:mulliken_charge:R:1
B 0.5443 0.1867 -0.3307 0.24
C -0.4996 0.2937 1.6288 -0.21
C 0.7593 0.6790 1.3089 -0.64
C -1.3784 -0.6172 0.7404 -0.43
C -1.0048 -0.5042 -0.7521 -0.92
C 1.7066 0.3654 -1.4651 -0.94
H -1.1440 0.5261 2.4418 0.38
H 1.3319 1.3799 1.9107 0.37
H -2.4594 -0.2416 0.9775 0.33
H -1.2150 -1.5780 1.1947 0.28
H -0.8375 -1.4513 -1.2044 0.31
H -1.6160 0.1700 -1.2853 0.38
H 2.0403 -0.7037 -1.7593 0.30
H 2.4908 0.8737 -0.9594 0.24
H 1.2816 0.6217 -2.4465 0.31
```

Computed properties:
ΔE to the lowest compared entry with this formula, charge and spin (kJ/mol): 149.0
SMILES string: CB1C=CCC1
HOMO level (eV): -9.37
Energy (eV): -6004.883
Gap between HOMO and LUMO (eV): 10.1

ORCA calculation (ωB97M-V with the def2-TZVPD basis set) on a gas-phase ion, C5H9BrFOS (charge +1).

```
18
Properties=species:S:1:pos:R:3:mulliken_charge:R:1
C -1.5375 0.1703 -1.0580 -1.18
C -0.7207 -0.9952 -0.4975 -0.24
Br -1.6429 -2.6648 -0.9457 -0.02
C -0.6205 -1.0277 1.0053 -0.75
S 0.4314 0.2520 1.7914 0.12
C 1.0606 1.3984 0.5776 -0.53
C 1.8824 0.7311 -0.4893 0.60
O 2.5044 -0.2963 -0.3594 -0.43
F 1.8935 1.4585 -1.5810 -0.22
H -1.1814 0.3940 -2.0472 0.32
H -1.4944 1.0508 -0.4357 0.30
H -2.5663 -0.1206 -1.1287 0.48
H 0.2313 -1.0889 -0.9825 0.43
H -0.1990 -1.9652 1.3239 0.54
H -1.5883 -0.9361 1.4610 0.47
H 1.5496 -0.4393 2.0724 0.28
H 0.2828 2.0136 0.1722 0.38
H 1.7149 2.0653 1.1213 0.44
```

Computed properties:
Total charge: +1
HOMO level (eV): -14.09
Energy (eV): -90965.842
Gap between HOMO and LUMO (eV): 10.0

ORCA calculation (ωB97M-V with the def2-TZVPD basis set) on a single C5H9Cl molecule.

```
15
Properties=species:S:1:pos:R:3:mulliken_charge:R:1
C -1.4676 -0.5654 0.6506 -1.16
C -0.1984 0.4227 0.5734 -0.03
C 0.0324 0.9955 -0.8147 -0.53
C 0.9691 -0.1930 -1.0639 -0.75
C 1.1776 -0.2833 0.4136 0.01
H -2.3058 0.0500 0.2866 0.35
H -1.7270 -0.9653 1.7521 0.26
H -1.2956 -1.3666 -0.0181 0.33
H -0.2127 1.2393 1.3372 0.33
H -0.9565 1.2066 -1.2990 0.31
H 0.6258 1.9378 -0.7157 0.24
H 1.6792 -0.1450 -1.8960 0.36
H 0.3568 -1.1172 -1.1781 0.19
H 1.8386 0.5724 0.6644 0.29
Cl 1.4841 -1.7885 1.3076 -0.20
```

Computed properties:
ΔE to the lowest compared entry with this formula, charge and spin (kJ/mol): 130.1
SMILES string: C[C@@H]1CC[C@@H]1Cl
HOMO level (eV): -10.31
Energy (eV): -17851.982
Gap between HOMO and LUMO (eV): 11.4

ORCA calculation (ωB97M-V with the def2-TZVPD basis set) on a single C5H9Cl molecule.

```
15
Properties=species:S:1:pos:R:3:mulliken_charge:R:1
C 1.1004 -0.7676 1.0667 -1.30
C 0.8438 0.3609 0.1348 0.25
C -0.1836 1.3642 0.4064 -0.80
C -0.2662 0.4276 -0.7824 0.80
C -1.2626 -0.6578 -0.8714 -1.44
H 1.4390 -1.7047 0.5534 0.29
H 1.9089 -0.4832 1.8158 0.35
H 0.1436 -1.1034 1.6740 0.22
H 1.7849 0.7208 -0.2795 0.34
H 0.0130 2.4520 0.1614 0.24
H -0.8206 1.1568 1.2474 0.25
H -2.0906 -0.2643 -1.4879 0.43
H -0.8915 -1.5842 -1.3305 0.30
H -1.6404 -0.9347 0.1291 0.30
Cl -0.0782 1.0175 -2.4372 -0.24
```

Computed properties:
ΔE to the lowest compared entry with this formula, charge and spin (kJ/mol): 89.0
SMILES string: C[C@@H]1C[C@@]1(C)Cl
HOMO level (eV): -9.83
Energy (eV): -17852.408
Gap between HOMO and LUMO (eV): 10.9

ORCA calculation (ωB97M-V with the def2-TZVPD basis set) on a single C5H9Cl molecule.

```
15
Properties=species:S:1:pos:R:3:mulliken_charge:R:1
C -1.1489 1.9447 -0.3159 -1.34
C -0.1343 1.1561 0.4682 -0.26
C 0.0601 -0.2350 0.1558 0.61
C 1.2395 -0.7679 -0.0159 -0.53
C 2.5961 0.0409 -0.1534 -1.07
H -2.1387 1.5554 -0.2408 0.35
H -1.1644 2.9517 -0.0232 0.40
H -0.7516 2.0741 -1.2760 0.36
H 0.8568 1.7247 0.5197 0.16
H -0.3437 1.2901 1.5373 0.26
H 1.4138 -1.8335 -0.1034 0.38
H 2.5936 0.6394 -1.1289 0.26
H 3.5064 -0.6486 -0.0788 0.30
H 2.6799 0.7397 0.6338 0.34
Cl -1.3133 -1.2545 -0.0396 -0.21
```

Computed properties:
ΔE to the lowest compared entry with this formula, charge and spin (kJ/mol): 99.4
SMILES string: C/C=C(/Cl)CC
HOMO level (eV): -9.03
Energy (eV): -17852.301
Gap between HOMO and LUMO (eV): 10.0